No. 1
ORCA calculation (ωB97M-V/def2-TZVPD) on a single C3H3NOS3 molecule at a distorted geometry.

Output
Energy above the lowest of the compared OMol25 structures with the same formula, charge and spin, kJ/mol: 82.8
LUMO, Ha: -0.0225
Frontier orbital gap, Eh: 0.30995
Total energy, eV: -39201.5836
Charge: 0

Last column: Löwdin charge in e.
CARTESIAN COORDINATES (ANGSTROEM)
S -2.498 -1.255 -0.143  0.799
C -1.145 -0.456 0.161  -0.915
C -1.097 0.867 0.937  -0.431
S -0.278 2.030 -0.236  0.926
N 1.212 1.097 -0.292  -0.312
C 1.262 -0.250 -0.236  -0.914
S 2.632 -1.100 0.196  0.657
O 0.023 -0.880 -0.406  -0.126
H -2.117 1.209 1.193  0.084
H -0.448 0.776 1.861  0.111
H 2.094 1.607 -0.020  0.122

Forces on the atoms, in the same order (eV/Å):
-0.1831 -0.2573 0.0967
-0.0279 0.9816 -0.0094
0.9292 -0.4262 0.2494
0.5559 -0.9580 0.3785
0.4979 1.3456 0.2134
0.0535 -0.3664 1.3416
-1.2229 0.5431 -0.7592
0.9210 0.2337 0.1322
0.6910 -0.2258 -0.2623
-0.7528 0.1435 -0.9565
-1.4620 -1.0139 -0.4245

***

No. 2
ORCA calculation (ωB97M-V/def2-TZVPD) on a 2-piece molecular cluster, C6H13O3P overall at a distorted geometry.

Output
LUMO, Ha: 0.2068
Frontier orbital gap, Eh: 0.17345
Total energy, eV: -21863.3149
Charge: -2

Last column: Löwdin charge in e.
CARTESIAN COORDINATES (ANGSTROEM)
C 0.757 2.401 -1.827  -0.152
C -2.936 -1.398 -0.308  -0.173
C -1.012 -0.939 1.498  -0.150
C 1.565 1.387 -1.013  -0.261
C -1.370 -1.572 0.049  -0.277
C 1.491 1.142 0.290  -0.171
O 3.012 -1.304 0.033  -0.487
O 3.912 0.757 1.275  -0.518
O 1.964 -0.523 2.236  -0.527
P 2.690 -0.118 0.931  0.026
H 1.147 3.060 -2.656  0.056
H 0.071 1.811 -2.364  0.014
H 0.185 2.978 -1.099  0.048
H -3.664 -1.755 0.490  0.052
H -3.114 -1.968 -1.317  0.060
H -3.181 -0.341 -0.599  0.046
H -1.277 0.175 1.742  0.076
H -1.544 -1.568 2.202  0.012
H 0.144 -1.000 1.846  0.064
H -1.074 -2.635 -0.076  0.086
H 2.221 0.798 -1.598  0.060
H -0.826 -1.009 -0.713  0.069
H 0.840 1.621 0.981  0.047

Forces on the atoms, in the same order (eV/Å):
0.1551 0.3358 0.6656
0.5788 -0.7090 -1.3789
1.4911 0.0139 -0.0261
-0.5148 1.5972 -0.3971
-1.1113 1.7973 1.0112
1.0901 -1.0896 -1.7664
-0.7179 0.5781 -0.8110
-0.3872 0.0511 -0.7109
-0.5548 -0.3342 -0.2025
1.4827 -0.2095 3.0958
0.5806 -0.4555 1.1839
-1.4438 -0.8151 -0.8314
-0.1115 0.4084 -0.2396
0.9812 0.3463 -0.9536
0.0124 0.6553 1.8376
0.2926 -0.7452 0.6782
0.0826 -1.9281 -1.1108
-0.3893 -0.0441 0.5183
-1.8026 0.1546 -1.1724
-0.1479 0.6466 0.5527
0.7835 -0.7073 -0.4458
0.0669 -0.1238 0.0459
-0.4162 0.5767 0.4573

***

No. 3
ORCA calculation (ωB97M-V/def2-TZVPD) on a single C16H28BBrN2O9P2 molecule at a distorted geometry.

Output
Energy above the lowest of the compared OMol25 structures with the same formula, charge and spin, kJ/mol: 79.3
LUMO, Ha: 0.0038
Frontier orbital gap, Eh: 0.32266
Total energy, eV: -127754.2418
Charge: 0

Last column: Löwdin charge in e.
CARTESIAN COORDINATES (ANGSTROEM)
C -2.248 -4.822 -2.321  -0.052
C -1.289 -4.464 -1.181  -0.237
O -0.539 -3.305 -1.565  0.083
B 0.194 -2.823 -0.515  -0.530
O 1.103 -3.640 0.181  0.150
C 0.071 -1.292 0.030  -0.197
C -1.404 -0.868 -0.249  -0.058
C -1.710 -0.439 -1.683  -0.354
O -0.960 -0.533 -2.630  0.132
C -3.120 0.128 -1.885  -0.161
C -3.313 1.437 -1.497  -0.047
C -4.556 2.005 -1.610  -0.079
C -5.610 1.265 -2.096  -0.094
C -5.403 -0.026 -2.498  -0.087
C -4.161 -0.608 -2.389  -0.030
O 1.089 -0.581 -0.650  -0.043
C 1.640 0.558 -0.100  -0.692
Br 0.367 2.065 -0.589  0.915
O 2.858 0.670 -0.737  -0.092
C 3.352 1.982 -1.006  -0.294
C 3.110 2.452 -2.462  -0.083
C 1.861 0.513 1.441  -0.365
C 0.606 0.934 2.288  -0.225
P 0.536 2.668 2.887  0.383
O 1.328 3.646 2.138  -0.310
O 0.793 2.641 4.461  -0.137
O -1.017 3.084 2.777  -0.136
N 3.089 1.191 1.880  -0.159
P 3.529 0.831 3.525  0.777
N 4.379 -0.678 3.535  -0.164
O 4.695 1.939 3.932  -0.286
H -3.066 -5.466 -1.992  0.079
H -1.686 -5.304 -3.126  0.082
H -2.622 -3.874 -2.723  0.069
H -0.656 -5.333 -0.962  0.123
H -1.890 -4.276 -0.274  0.122
H 0.651 -3.961 0.973  0.111
H 0.159 -1.420 1.117  0.135
H -1.797 -0.098 0.428  0.111
H -2.017 -1.766 -0.069  0.134
H -2.487 2.021 -1.102  0.073
H -4.699 3.030 -1.278  0.109
H -6.605 1.691 -2.165  0.107
H -6.230 -0.619 -2.878  0.109
H -3.977 -1.639 -2.678  0.113
H 3.097 2.744 -0.266  0.099
H 4.446 1.901 -0.928  0.117
H 2.362 3.243 -2.515  0.049
H 4.051 2.808 -2.892  0.070
H 2.807 1.571 -3.036  0.086
H 1.983 -0.556 1.689  0.132
H -0.311 0.627 1.787  0.053
H 0.654 0.313 3.194  0.086
H 1.705 2.912 4.616  0.056
H -1.180 3.350 1.862  0.062
H 3.896 0.853 1.348  0.082
H 4.548 -0.997 2.579  0.030
H 5.299 -0.501 3.945  0.031
H 4.292 2.817 3.934  0.038

Forces on the atoms, in the same order (eV/Å):
0.6475 0.5496 -0.0603
-0.7459 -1.0183 -0.5166
-0.2241 -0.0106 1.0153
1.1914 0.4189 -0.0870
-1.0466 -0.0586 -0.0759
-1.6953 -1.5210 -1.0523
0.6471 0.3694 -0.2049
-0.3725 -0.0838 -0.9795
-0.3745 -0.1087 0.9363
1.4674 -0.0990 0.6086
0.3626 0.3584 0.2253
-0.1800 0.8193 0.3458
-0.7035 0.4874 -0.0796
-0.6921 -0.8887 -0.3334
0.4062 -0.7004 -0.1599
0.4375 0.3734 1.0650
0.5113 -0.2770 -0.0992
0.0573 0.1419 -0.0778
-0.8197 0.5091 0.0008
1.6192 0.9241 -0.7604
-0.0654 -0.4429 0.4904
-0.8743 -0.3690 0.8620
0.9302 -0.4479 0.6147
-0.6602 0.6818 -1.1880
0.8105 -0.0682 0.1716
-0.5143 -0.1064 -0.3208
0.0709 -0.6987 0.6499
1.4287 -0.6834 0.4898
-2.0834 0.4061 1.2890
0.6433 1.1779 -0.7691
0.3065 -0.6721 -0.9232
0.1066 0.0770 -0.0213
-0.1750 -0.0249 0.0796
-0.2504 -0.2566 0.0487
0.2077 0.3127 -0.0095
0.2104 0.2350 -0.1120
0.5318 -0.0988 0.1502
0.5088 0.5324 -0.1148
0.0869 -0.0228 -0.1320
-0.0672 0.2344 0.0038
-0.0406 -0.1105 -0.0348
-0.0712 -0.0864 -0.1138
0.1195 0.0380 0.0053
0.0551 0.1103 0.0070
-0.1796 0.0884 -0.0613
-0.4842 -0.3953 0.0233
-0.2199 -0.3458 0.2370
-0.0201 -0.2064 -0.1472
-0.1576 0.0666 0.0879
-0.1567 0.2733 -0.0761
-0.1691 0.0408 -0.5771
0.0603 0.4273 -0.0716
-0.0940 0.2241 -0.0286
0.0048 -0.0554 0.1917
0.0286 0.0658 0.0413
-0.4011 0.3271 -0.6539
0.0755 -0.1268 0.1366
-0.0809 -0.3215 0.0798
0.0861 0.0351 -0.0147

***

The lowest frontier orbital gap belongs to which entry?
C6H13O3P

***

Among the records above, which one has the lowest frontier orbital gap?
C6H13O3P

***

Look up the frontier orbital gap of the second one.
0.17345 Eh

***

Among the records above, which one has the highest LUMO?
C6H13O3P